(1)
Molecular formula: C12H21Br3NO10S
Method: DFT, ωB97M-V/def2-TZVPD

XYZ file:
```
48
Properties=species:S:1:pos:R:3:nbo_charge:R:1
N -0.6526 -0.4511 0.3366 0.70
O -0.8351 -0.1736 -0.8845 -0.61
O 0.4985 -0.6111 0.7958 -0.54
O -1.6170 -0.5573 1.1145 -0.51
O -0.4531 0.1757 4.6272 -0.54
C 0.0646 1.1913 4.3057 0.80
O 1.3943 1.3276 4.0622 -0.49
C 1.7479 2.6691 3.7083 -0.06
C 0.4158 3.4045 3.5532 -0.46
C -0.6158 2.5506 4.2530 -0.54
H 2.3084 2.7600 2.7801 0.19
H 2.3740 3.0516 4.5188 0.17
H 0.1676 3.3505 2.4821 0.22
H 0.3300 4.4912 3.6249 0.22
H -1.5496 2.4588 3.6928 0.25
H -1.0060 2.8030 5.2424 0.23
O 1.7707 1.4399 -3.9121 -0.59
C 2.1814 1.0113 -2.8726 0.80
O 2.8850 -0.1291 -2.7726 -0.50
C 3.2297 -0.3831 -1.3822 -0.07
C 3.0933 0.9700 -0.6966 -0.43
C 2.0232 1.6668 -1.5087 -0.55
H 4.2518 -0.7326 -1.2577 0.18
H 2.4828 -1.1260 -1.1056 0.21
H 4.0695 1.4679 -0.7538 0.19
H 2.9177 0.9082 0.3771 0.24
H 2.0119 2.7425 -1.6604 0.23
H 1.0293 1.3803 -1.1442 0.28
O -3.2456 -5.2967 -0.7395 -0.93
S -2.3784 -4.1653 -0.7519 2.39
O -1.7422 -3.6231 0.4019 -0.91
O -1.3936 -4.2914 -2.0114 -0.72
C -0.3403 -3.3055 -2.0617 -0.10
C 0.3879 -3.5489 -3.3605 -0.63
C -3.3208 -2.7793 -1.3608 -0.92
H 0.3781 -3.3448 -1.2443 0.21
H -0.7321 -2.2873 -2.0771 0.22
H 1.3006 -2.9644 -3.4917 0.23
H -0.2106 -3.4485 -4.2673 0.21
H 0.7620 -4.5818 -3.3999 0.20
H -2.7220 -1.8787 -1.4911 0.27
H -4.0392 -2.5203 -0.5827 0.25
H -3.8217 -3.0608 -2.2846 0.22
C -2.5382 2.5806 -0.1256 -0.47
Br -4.0531 2.1480 0.9877 0.08
Br -1.8430 4.3214 0.3803 0.05
Br -3.1793 2.5913 -1.9602 0.07
H -1.7866 1.7983 -0.0833 0.27
```

Output
- Highest occupied orbital energy: -5.599 eV
- HOMO-LUMO gap: 7.74 eV
- Lowest unoccupied orbital energy: 0.07885 Ha
- Total charge: -1

***

(2)
Molecular formula: C12H21BrFN3O4PS2
Method: DFT, ωB97M-V/def2-TZVPD

XYZ file:
```
45
Properties=species:S:1:pos:R:3:nbo_charge:R:1
C 3.4330 -1.8247 -0.3950 -1.00
P 2.5645 -0.2248 -1.0980 1.65
C 4.0177 -0.1332 -2.3364 -0.99
N 1.6099 -1.3370 -2.1385 -1.22
O 3.5522 0.7870 -0.0203 -1.05
Br 1.1234 -0.4416 0.6734 -0.44
C 1.7074 1.3425 -1.7575 -0.74
C 0.0731 1.3234 -1.7795 -0.43
C -0.4601 2.4216 -0.6651 -0.53
S -2.2947 2.3600 -0.3158 0.18
C -3.3100 1.9761 -1.8433 -0.05
S -3.7455 3.1075 -3.0635 0.06
N -3.8082 0.5220 -1.9654 -0.48
C -4.7593 0.1472 -0.8288 -0.12
C -5.0356 -1.4296 -1.2283 -0.09
N -4.2583 -1.7248 -2.5184 -0.47
C -3.4772 -0.5250 -3.0076 0.15
H 3.1801 -1.9520 0.7477 0.22
H 4.6059 -1.7673 -0.6068 0.19
H 3.0627 -2.8068 -0.9526 0.20
H 4.2546 -1.1598 -2.8899 0.19
H 5.0227 0.1267 -1.7467 0.22
H 3.9199 0.6710 -3.1735 0.20
H 2.2139 -1.9084 -2.7681 0.36
H 1.0606 -2.0300 -1.5630 0.37
H 4.0801 0.1533 0.5828 0.47
H 2.0531 1.7047 -2.8220 0.22
H 2.0183 2.2250 -1.0151 0.23
H -0.4293 0.2718 -1.7037 0.25
H -0.2742 1.7642 -2.8342 0.19
H -0.1976 3.4900 -1.1276 0.21
H 0.1520 2.3133 0.3271 0.28
H -5.1691 0.7923 0.0613 0.26
H -5.7019 -2.1940 -0.6230 0.24
H -2.7651 -0.3552 -3.9192 0.27
C -0.4508 0.1327 4.4480 -0.13
C -0.6139 -0.2238 5.8860 0.44
O -1.5699 -1.2594 5.8624 -0.49
C -1.3994 -1.8719 4.6572 0.96
O -1.8471 -2.9719 4.3791 -0.57
O -0.6583 -1.1060 3.7995 -0.45
F -1.1269 0.8135 6.5849 -0.33
H -1.1999 0.8531 4.1026 0.20
H 0.5443 0.5286 4.2279 0.22
H 0.3033 -0.5804 6.3669 0.15
```

Output
- Highest occupied orbital energy: -4.807 eV
- HOMO-LUMO gap: 5.68 eV
- Lowest unoccupied orbital energy: 0.03210 Ha
- Total charge: -1

***

(3)
Molecular formula: C12H21Cl2MgN3O8
Method: DFT, ωB97M-V/def2-TZVPD

XYZ file:
```
47
Properties=species:S:1:pos:R:3:nbo_charge:R:1
Mg -15.4048 31.3912 -8.5326 1.74
Cl -12.8233 32.5855 -7.8698 2.54
O -12.5784 33.9429 -7.4805 -0.82
O -13.4309 32.5433 -9.2076 -0.92
O -11.6283 31.8146 -7.8259 -0.81
O -13.8567 31.9977 -7.0034 -0.91
Cl -17.6158 29.8564 -7.3849 2.55
O -17.5143 28.5772 -6.7640 -0.81
O -18.8813 30.4561 -7.1478 -0.81
O -16.5396 30.7299 -6.8696 -0.95
O -17.3565 29.7645 -8.8160 -0.90
C -10.9915 28.1443 -7.8306 -0.62
C -11.4029 27.8029 -9.2590 -0.38
C -12.9035 27.5208 -9.3998 -0.52
C -13.7118 28.6378 -8.9576 0.44
N -14.3118 29.5330 -8.5831 -0.48
H -9.9138 28.2962 -7.7519 0.22
H -11.2492 27.3503 -7.1277 0.21
H -11.4454 29.0818 -7.5032 0.24
H -10.8539 26.9507 -9.6620 0.21
H -11.1535 28.6378 -9.9210 0.21
H -13.2465 26.6631 -8.8128 0.26
H -13.2184 27.3344 -10.4309 0.25
C -14.9655 37.5036 -6.5092 -0.61
C -14.8960 36.1148 -7.1167 -0.38
C -16.2799 35.7397 -7.6999 -0.53
C -16.3554 34.3390 -8.0673 0.46
N -16.3825 33.2263 -8.3288 -0.51
H -14.0236 37.7804 -6.0390 0.23
H -15.7800 37.5913 -5.7890 0.20
H -15.1388 38.2539 -7.2878 0.20
H -14.6106 35.3462 -6.4004 0.23
H -14.1706 36.0909 -7.9293 0.22
H -16.4988 36.3433 -8.5826 0.25
H -17.0561 35.9315 -6.9550 0.26
C -18.2761 33.0483 -12.7478 -0.62
C -16.9493 32.8203 -13.4671 -0.38
C -16.2801 31.5024 -13.0419 -0.52
C -16.0551 31.4454 -11.6087 0.46
N -15.8864 31.3963 -10.4824 -0.50
H -18.8752 33.8025 -13.2601 0.22
H -18.1100 33.4454 -11.7461 0.22
H -18.8608 32.1305 -12.7066 0.21
H -16.2565 33.6500 -13.3077 0.21
H -17.0647 32.7783 -14.5526 0.22
H -15.3373 31.2997 -13.5510 0.26
H -16.9364 30.6691 -13.3113 0.26
```

Output
- Highest occupied orbital energy: -9.852 eV
- HOMO-LUMO gap: 10.02 eV
- Lowest unoccupied orbital energy: 0.00610 Ha

***

(4)
Molecular formula: C12H21ClN3O4Pd
Method: DFT, ωB97M-V/def2-TZVPD

XYZ file:
```
42
Properties=species:S:1:pos:R:3:lowdin_spin:R:1
Pd -1.0404 3.5030 1.2413 1.07
Cl -0.1938 0.2956 -0.5923 -0.07
O -0.4413 1.7228 -0.3186 0.46
O -1.0879 -0.4252 0.2550 0.18
O -0.4802 0.0025 -1.9464 0.18
O 1.1737 0.0529 -0.2776 0.16
C 4.8295 2.1692 2.6164 0.00
C 3.5439 1.9613 1.8124 0.00
C 3.7760 2.0005 0.2933 0.00
C 4.6066 3.0838 -0.2361 0.00
N 5.2261 3.9467 -0.6716 0.00
H 4.5964 2.7122 3.5362 0.00
H 5.5073 2.8428 2.0973 0.00
H 5.2737 1.2346 2.9507 0.00
H 2.8665 2.7950 2.0538 0.00
H 2.9086 1.1103 2.0586 0.00
H 2.8224 2.1639 -0.2175 0.00
H 4.2453 1.0572 0.0094 0.00
C 0.1345 -5.4289 3.5177 0.00
C 0.2859 -4.6745 2.2085 0.00
C -0.6332 -3.4523 2.0451 0.00
C -0.2430 -2.3002 2.8604 0.00
N 0.0022 -1.3495 3.4560 0.00
H -0.9456 -5.4442 3.7183 0.00
H 0.5663 -4.9403 4.3891 0.00
H 0.4027 -6.4803 3.4631 0.00
H 0.0690 -5.3426 1.3730 0.00
H 1.2987 -4.3107 2.0116 0.00
H -1.6643 -3.7614 2.2120 0.00
H -0.5253 -3.0751 1.0241 0.00
C -2.8151 2.3305 -3.5482 0.00
C -3.9860 2.0849 -4.4803 0.00
C -4.9793 1.0587 -3.9185 0.00
C -4.3635 -0.2623 -3.7855 0.00
N -3.9014 -1.2992 -3.6800 0.00
H -3.0586 2.6889 -2.5467 0.00
H -2.0816 3.0315 -3.9577 0.00
H -2.2081 1.4201 -3.4738 0.00
H -3.6742 1.8635 -5.4969 0.00
H -4.5660 3.0131 -4.5038 0.00
H -5.8439 1.0123 -4.5822 0.00
H -5.4031 1.3887 -2.9699 0.00
```

Output
- Highest occupied orbital energy (alpha / beta): -13.786 / -13.770 eV
- Expectation value of S²: 2.014
- HOMO-LUMO gap (alpha / beta): 6.59 / 2.97 eV
- 2S+1: 3
- Lowest unoccupied orbital energy (alpha / beta): -0.26461 / -0.39687 Ha
- Total charge: +1

***

(5)
Molecular formula: C12H21F6N4O5P3
Method: DFT, ωB97M-V/def2-TZVPD

XYZ file:
```
51
Properties=species:S:1:pos:R:3:mulliken_charge:R:1
C 0.3292 3.0393 1.8598 -0.62
P 2.0653 2.5545 1.8030 0.04
O 2.5225 3.3163 0.4101 -0.47
C 2.0374 0.7546 1.3037 -0.17
N 3.0209 0.0793 1.9517 0.07
C 3.2677 -1.2298 1.8212 -0.57
C 2.4831 -1.9863 0.9727 -0.81
C 1.4530 -1.3483 0.2814 0.52
C 0.5352 -2.1727 -0.5850 0.14
O -0.3577 -2.7630 -0.0775 -0.39
O 0.7044 -2.1591 -1.9339 -0.26
P 2.1136 -1.6566 -2.6138 0.22
O 2.6976 -3.1701 -2.7845 -0.44
O 1.3916 -1.4527 -4.0487 -0.45
C 1.2041 0.0482 0.4308 0.07
C 0.0794 0.6967 -0.3261 0.65
C 0.5091 1.4566 -1.5914 -0.08
C -0.6846 1.6766 -2.5479 -1.08
C -2.0638 1.5718 -1.8859 -0.73
N -2.5929 0.2051 -1.9601 -0.40
C -3.4396 -0.1430 -0.8991 0.74
N -4.0881 0.7668 -0.2942 -0.71
N -3.5260 -1.5145 -0.6163 -0.65
H -0.2781 2.3307 2.4256 0.22
H 0.3056 4.0215 2.3327 0.44
H -0.0699 3.1620 0.8525 0.16
H 3.2692 2.8660 -0.0001 0.31
H 3.6053 0.6231 2.5809 0.37
H 4.0812 -1.6492 2.3929 0.45
H 2.6750 -3.0453 0.8742 0.56
H 3.6472 -3.0802 -2.9432 0.34
H 1.9757 -0.8954 -4.5796 0.34
H -0.5641 -0.1068 -0.6638 -0.81
H -0.5480 1.2799 0.3339 0.76
H 1.0302 2.3875 -1.3675 0.53
H 1.2416 0.8194 -2.1019 -0.10
H -0.6125 2.6581 -3.0158 0.45
H -0.6378 0.9527 -3.3646 0.33
H -2.7483 2.2307 -2.4212 0.57
H -2.0665 1.9174 -0.8528 0.34
H -1.8506 -0.4735 -2.0610 0.23
H -4.6791 0.3491 0.4183 0.27
H -2.9103 -2.0804 -1.1837 0.31
H -3.3289 -1.6900 0.3649 0.24
F -1.8390 0.3345 3.3174 -0.36
P -1.6088 -1.3121 3.3493 0.86
F -1.1194 -0.9457 1.7914 -0.11
F -0.7581 -0.9942 4.7295 -0.33
F -0.4204 -2.4692 3.2322 -0.36
F -2.5343 -2.4386 2.5564 -0.36
F -2.9183 -1.3219 4.3332 -0.32
```

Output
- Highest occupied orbital energy: -8.644 eV
- HOMO-LUMO gap: 6.66 eV
- Lowest unoccupied orbital energy: -0.07302 Ha

***

(6)
Molecular formula: C12H21N2O2
Method: DFT, ωB97M-V/def2-TZVPD

XYZ file:
```
37
Properties=species:S:1:pos:R:3:lowdin_spin:R:1
C 3.0192 0.0355 2.1219 0.00
C 1.8210 0.3061 1.2533 0.09
O 1.7512 1.3565 0.5658 0.25
C 0.7714 -0.6367 1.3511 0.47
C -0.4883 -0.4548 0.6096 0.06
C -1.5826 0.2266 1.4771 0.03
C -2.8312 0.4410 0.6398 0.00
C -1.8711 -0.6530 2.6893 0.00
C -1.0328 1.6028 1.9797 0.00
N -0.8180 1.7749 3.2276 0.00
N -0.8394 2.5641 0.9694 0.00
H 2.9915 -0.9885 2.5135 0.00
H 3.9233 0.1759 1.5250 0.00
H 3.0438 0.7500 2.9578 0.00
H 0.8177 -1.3686 2.1697 0.01
H -0.3288 0.1315 -0.3105 0.00
H -0.8573 -1.4499 0.3128 0.01
H -3.1948 -0.5145 0.2501 0.00
H -3.6291 0.8713 1.2509 0.00
H -2.6180 1.1003 -0.2062 0.00
H -2.2126 -1.6510 2.3823 0.00
H -0.9813 -0.7665 3.3190 0.00
H -2.6583 -0.1989 3.3033 0.00
H -0.3783 2.6748 3.4663 0.00
H -0.5614 3.4620 1.3705 0.00
H -0.1270 2.2845 0.2710 0.00
C -1.0604 -6.2069 0.7999 0.00
C -0.0363 -5.1929 0.3346 0.00
O 0.2874 -5.0900 -0.8493 0.01
C 0.5268 -4.2807 1.3562 0.03
C 1.3767 -3.2813 1.0257 0.00
H -1.3132 -6.1213 1.8577 0.00
H -1.9747 -6.1075 0.2117 0.00
H -0.6622 -7.2003 0.5915 0.00
H 0.1707 -4.4005 2.3867 0.00
H 2.2143 -3.0345 1.7124 0.00
H 1.4539 -2.9509 -0.0136 0.00
```

Output
- Highest occupied orbital energy (alpha / beta): -8.971 / -9.322 eV
- Expectation value of S²: 0.766
- HOMO-LUMO gap (alpha / beta): 8.70 / 7.71 eV
- 2S+1: 2
- Lowest unoccupied orbital energy (alpha / beta): -0.01003 / -0.05930 Ha

***

Values of energy, in order: -255710.50131 -129157.18149 -64113.82022 -41423.87631 -73159.06331 -19857.24787, all in eV.
Values of M, in order: 611.1 465.3 430.5 413.2 508.2 225.3, all in g mol⁻¹.